{"formula": "C4H8FN2O", "method": "ωB97M-V with the def2-TZVPD basis set", "elements": ["C", "C", "C", "C", "N", "N", "O", "F", "H", "H", "H", "H", "H", "H", "H", "H"], "coordinates": [[-2.24072, -0.08850, 0.16293], [0.32435, -0.11918, -0.23584], [1.70645, -0.84562, -0.13786], [0.40758, 1.39883, -0.46899], [-1.53067, 0.05135, 1.19841], [-0.37180, -0.95326, -1.03407], [-0.20724, -0.22026, 1.11703], [-3.48019, 0.10235, 0.01818], [1.96098, -1.65974, -0.86343], [1.95283, -1.28631, 0.90804], [2.44826, -0.17088, -0.21351], [-0.52729, 1.79896, -0.52752], [0.90400, 1.59897, -1.50791], [1.12053, 1.76003, 0.20222], [-1.90364, 0.46958, 2.01684], [-0.56342, -1.83631, -0.63451]], "atomic_forces_ev_per_a": [[2.5, -2.0, -2.8], [1.2, 0.8, 1.6], [-0.4, -3.3, 1.9], [3.0, -2.6, -4.3], [-1.0, 0.2, -1.6], [-3.3, 2.1, -1.6], [0.7, -0.5, 2.4], [-0.2, 0.3, 0.5], [-0.8, 0.8, 0.4], [-1.2, 0.6, -1.6], [2.4, 2.7, -0.8], [-2.4, 1.5, 0.3], [-1.0, -0.5, 1.6], [0.5, 0.9, 1.4], [0.3, 0.4, 1.5], [-0.1, -1.4, 0.9]], "mulliken_charge": [0.210, 1.640, -1.488, -1.378, 0.073, -0.604, -0.272, -0.114, 0.410, 0.342, 0.414, 0.447, 0.353, 0.408, 0.266, 0.295], "charge": 1, "e_tot_ha": -441.31182, "orbital_gap_ev": [8.919, 8.612], "fmax_ev_per_a": 5.86, "relative_energy_ev": 5.547}

=====

{"formula": "C3H10NO", "method": "ωB97M-V with the def2-TZVPD basis set", "elements": ["C", "N", "H", "H", "H", "H", "C", "O", "C", "H", "H", "H", "H", "H", "H"], "coordinates": [[2.26300, -0.53729, 1.08677], [2.67063, -0.43846, -0.16099], [2.85836, -0.04750, 1.86086], [1.21992, -0.67842, 1.16734], [1.99849, -0.68873, -0.85131], [3.55127, 0.05750, -0.58257], [-1.57894, 0.69389, -0.05413], [-2.93471, 0.79134, 0.57006], [-1.22847, -0.59926, -0.84765], [-0.90105, 0.89917, 0.77607], [-1.51161, 1.56134, -0.77194], [-2.90868, 1.81016, 0.88989], [-1.32479, -1.53700, -0.21078], [-0.20492, -0.49678, -1.21192], [-1.96848, -0.78995, -1.65969]], "atomic_forces_ev_per_a": [[1.9, 2.8, -3.0], [1.2, 1.0, 1.6], [0.0, -0.8, 0.1], [-1.0, -1.2, 0.6], [-0.5, -0.4, -0.8], [-1.7, -1.5, 1.6], [-1.2, 1.0, -0.5], [1.9, 2.9, 0.0], [-1.8, -0.7, 1.5], [0.5, -0.3, -0.1], [0.1, -0.8, 0.6], [-0.5, -3.7, -1.0], [0.3, 1.2, -0.5], [-0.1, 0.0, -0.3], [0.8, 0.5, 0.3]], "mulliken_charge": [-0.007, -0.168, 0.311, 0.238, 0.293, 0.344, -0.163, -0.525, -0.868, 0.195, 0.265, 0.344, 0.282, 0.107, 0.351], "charge": 1, "e_tot_ha": -249.94694, "orbital_gap_ev": 6.705, "fmax_ev_per_a": 4.54, "relative_energy_ev": 2.908}